Entry 1:
A structure of composition C3H4KMgO4 at a distorted geometry. Source: OMol25; level of theory: ωB97M-V/def2-TZVPD.

Geometry (Å):
H  -1.30248  -0.77711  1.31944
O  1.60116  -0.26786  1.25973
C  0.80541  -1.10878  0.73690
C  0.29021  -0.88840  -0.66982
O  -0.69652  0.12472  -0.76749
C  -0.49347  1.46831  -0.56048
O  0.68968  1.87112  -0.54155
O  -1.56335  2.04142  -0.31639
K  -3.60185  0.58953  0.38673
Mg  2.20521  1.62017  0.75157
H  1.19134  -2.14840  0.81405
H  -0.20740  -1.81091  -0.99720
H  1.08206  -0.71382  -1.41549

Its gap between HOMO and LUMO (spin up / spin down) is 5.03 / 6.43 eV. The spin multiplicity is 2. Its energy is -1217.65048 Ha. For the molar mass, the calculation gives 167.5 g/mol. Its expectation value of S² is 0.751. The HOMO energy (spin up / spin down) is -5.72 / -7.12 eV.



Entry 2:
A cluster of 3 separate species, H6O3 in total at a distorted geometry. Source: OMol25; level of theory: ωB97M-V/def2-TZVPD.

Geometry (Å):
O  1.99819  -1.87716  0.65894
H  1.12358  -1.48204  0.86905
H  2.38864  -1.67498  1.45170
O  -1.59064  2.39605  2.79140
H  -2.48852  2.76034  2.71944
H  -1.54845  1.89337  2.02354
O  0.17377  -0.86901  -3.22765
H  -0.56615  -1.13144  -3.67010
H  0.50958  -0.01514  -3.61632

Its gap between HOMO and LUMO is 12.07 eV. Its energy is -229.28630 Ha. For the molar mass, the calculation gives 54.0 g/mol. The HOMO energy is -11.49 eV. As for the SMILES: O.O.O.



Entry 3:
A structure of composition C2H2MnO2 at a distorted geometry. Source: OMol25; level of theory: ωB97M-V/def2-TZVPD.

Geometry (Å):
H  -1.36030  0.97592  -0.76922
C  -0.64565  0.37328  -0.18311
C  -0.45039  -0.93884  -0.11120
H  -1.13161  -1.55709  -0.70458
O  0.48869  1.29665  0.09281
O  1.40921  0.85329  1.10182
Mn  1.69005  -1.00321  0.57348

Its gap between HOMO and LUMO (spin up / spin down) is 5.79 / 7.90 eV. The spin multiplicity is 7. Its energy is -1378.72165 Ha. As for the total charge: -1. For the molar mass, the calculation gives 113.0 g/mol. Its expectation value of S² is 12.006. The HOMO energy (spin up / spin down) is -1.62 / -3.67 eV.



Entry 4:
A cluster of 2 separate species, C6H16O in total at a distorted geometry. Source: OMol25; level of theory: ωB97M-V/def2-TZVPD.

Geometry (Å):
C  -2.51165  0.58773  0.35311
C  -1.39159  -0.45193  0.02911
C  -0.10280  0.10093  0.69575
C  0.69714  1.07385  -0.18024
C  1.78854  1.77347  0.64729
C  1.33753  0.33353  -1.39955
H  -3.20147  0.20346  1.10090
H  -2.07737  1.49256  0.78162
H  -2.99849  0.95260  -0.55078
H  -1.27718  -0.52210  -1.05216
H  -1.64353  -1.39378  0.49529
H  0.58079  -0.67508  1.05306
H  -0.41932  0.62668  1.59891
H  -0.02087  1.79684  -0.57638
H  1.40297  2.70295  1.06984
H  2.65830  2.03375  0.05433
H  2.04856  1.11080  1.47261
H  1.05945  -0.71572  -1.31713
H  0.88687  0.69364  -2.32098
H  2.41928  0.39433  -1.38439
O  0.11725  -2.95330  -0.02886
H  0.23656  -2.26146  -0.68573
H  0.96838  -3.35874  0.15313

Its gap between HOMO and LUMO is 11.76 eV. Its energy is -313.42018 Ha. For the molar mass, the calculation gives 104.2 g/mol. The HOMO energy is -10.89 eV. As for the SMILES: CCCC(C)C.O.



Entry 5:
A structure of composition C37H43N2O3P2PtS at a distorted geometry. Source: OMol25; level of theory: ωB97M-V/def2-TZVPD.

Geometry (Å):
Pt  -0.13212  0.34816  0.05232
C  1.56131  2.73172  -1.21497
C  2.62286  2.11578  -0.31338
P  2.13824  0.39036  0.07930
C  3.03930  -0.64957  -1.10113
C  2.38705  -1.59686  -1.88321
C  3.11237  -2.38109  -2.77282
C  4.48231  -2.22324  -2.88740
C  5.13896  -1.27331  -2.11303
C  4.42325  -0.49171  -1.22534
C  2.86224  0.11814  1.72244
C  2.17009  -0.58211  2.70542
C  2.74260  -0.77077  3.95715
C  4.00068  -0.26328  4.23601
C  4.69186  0.44816  3.26315
C  4.12537  0.64047  2.01522
P  -0.04410  2.49440  -0.35095
C  -1.24309  3.01733  -1.60599
C  -2.18655  4.01080  -1.35700
C  -3.05962  4.41234  -2.35959
C  -3.00589  3.80959  -3.60604
C  -2.09966  2.78278  -3.84397
C  -1.22965  2.37994  -2.84694
C  -0.01689  3.71592  0.96544
C  -0.01887  3.29310  2.29135
C  0.07351  4.22411  3.31806
C  0.15713  5.57320  3.01497
C  0.16314  5.99793  1.69001
C  0.08198  5.07627  0.66135
H  1.47794  2.22414  -2.17668
H  1.77828  3.78464  -1.40159
H  2.65054  2.63691  0.64783
H  3.61480  2.18210  -0.75920
H  1.31956  -1.73260  -1.79552
H  2.59734  -3.11760  -3.37559
H  5.04443  -2.83731  -3.57881
H  6.20937  -1.14339  -2.20186
H  4.95521  0.23718  -0.62871
H  1.18800  -0.98165  2.49732
H  2.19619  -1.31465  4.71686
H  4.44414  -0.41438  5.21155
H  5.66976  0.85769  3.47911
H  4.67249  1.21601  1.27947
H  -2.23495  4.49202  -0.38852
H  -3.78657  5.18873  -2.15982
H  -3.67821  4.12965  -4.39147
H  -2.07553  2.29051  -4.80723
H  -0.55008  1.55701  -3.03449
H  -0.08823  2.23487  2.52013
H  0.07824  3.89341  4.34802
H  0.21829  6.30242  3.81208
H  0.23026  7.05284  1.45920
H  0.09347  5.41448  -0.36723
C  -4.97688  -0.76337  -0.02789
C  -4.38344  0.13460  -1.11847
C  -4.80672  -0.35921  -2.49690
C  -4.84914  1.57160  -0.91888
N  -2.89974  0.10896  -1.16537
N  -2.27802  0.38714  0.09785
H  -6.04815  -0.88183  -0.19472
H  -4.85448  -0.33083  0.96931
H  -4.51513  -1.74865  -0.02800
H  -5.89259  -0.33935  -2.58487
H  -4.47477  -1.38743  -2.66013
H  -4.37952  0.27219  -3.27745
H  -5.93732  1.61414  -0.98077
H  -4.43007  2.22197  -1.68486
H  -4.58156  1.96693  0.06670
H  -2.56604  -0.81146  -1.43123
H  -2.53125  -0.33869  0.77736
H  -2.65687  1.26720  0.43243
C  1.29596  -7.94686  1.43382
C  0.79289  -6.55638  1.16373
C  0.28167  -6.20812  -0.08474
C  -0.21878  -4.94030  -0.32302
C  -0.19532  -4.00011  0.69897
C  0.32687  -4.31424  1.94538
C  0.82098  -5.58909  2.16513
S  -1.00412  -2.46588  0.45528
O  -0.48435  -1.84469  -0.79885
O  -2.42711  -2.69197  0.39995
O  -0.58850  -1.57257  1.55344
H  1.02330  -8.63008  0.63130
H  0.88353  -8.33297  2.36612
H  2.38345  -7.95541  1.52908
H  0.26515  -6.94560  -0.87782
H  -0.62519  -4.68148  -1.29291
H  0.34093  -3.56863  2.72845
H  1.22776  -5.84115  3.13730

Its gap between HOMO and LUMO is 8.58 eV. Its energy is -2971.06338 Ha. As for the total charge: +1. For the molar mass, the calculation gives 852.9 g/mol. The HOMO energy is -11.23 eV.



Entry 6:
A cluster of 8 separate species, C4H23NO10 in total at a distorted geometry. Source: OMol25; level of theory: ωB97M-V/def2-TZVPD.

Geometry (Å):
N  -1.40208  -1.69278  1.48453
C  -0.42713  -1.08183  0.61085
C  -0.34234  0.45721  0.80246
C  0.08827  0.83734  2.22299
O  -1.06883  0.56829  3.15200
C  -0.67374  -1.29782  -0.84899
O  -1.68403  -1.50479  -1.47596
O  0.48767  -1.15112  -1.58003
H  -2.36800  -1.45122  1.32414
H  -1.31367  -2.69149  1.27608
H  0.51750  -1.58178  0.88334
H  0.39659  0.77248  0.06690
H  -1.25261  1.00564  0.52471
H  0.30284  1.90496  2.34229
H  0.86570  0.18165  2.61241
H  -0.83754  -0.35494  3.31268
H  0.22323  -1.07832  -2.50573
O  4.73973  0.43224  -1.59457
H  3.99451  0.51602  -2.20414
H  4.49080  1.01126  -0.86757
O  -2.93211  1.79384  1.61966
H  -2.37738  1.24089  2.21948
H  -3.65743  2.06438  2.20051
O  -2.40802  3.34850  -0.51494
H  -2.66437  3.13107  0.40623
H  -1.64199  3.93335  -0.42892
O  -0.95651  1.02039  -2.31712
H  -1.65324  0.51036  -2.74442
H  -1.31136  1.83174  -1.91578
O  0.17614  -3.74341  -1.05218
H  -0.41483  -4.33530  -1.53131
H  0.30698  -4.14728  -0.18886
O  2.14627  1.14012  -1.66539
H  1.90398  0.23745  -1.37905
H  1.26669  1.51278  -1.83125
O  3.22346  -0.87741  0.13648
H  3.79609  -0.99944  -0.63518
H  2.46077  -1.46298  0.08364

Its gap between HOMO and LUMO is 10.19 eV. Its energy is -973.36593 Ha. For the molar mass, the calculation gives 245.2 g/mol. The HOMO energy is -10.05 eV. As for the SMILES: N[C@H](CCO)C(=O)O.O.O.O.O.O.O.O.